No. 1
Computed, not measured: 5 unconnected molecules or ions with the total composition C12H27Cl8NO2P in a non-equilibrium geometry, with wB97M-V/def2-TZVPD.

Orbital gap   6.641 eV
Lowest unoccupied orbital energy   2.27 eV
F_max   0.0239 hartree/bohr
Molecular weight   531.95 g/mol
Charge   -1
Energy   -4701.54184 Eh
Highest occupied orbital energy   -4.37 eV

Positions of all 51 atoms, in Å:
N: 5.22 -0.73 0.32
C: 4.06 -1.08 -0.06
C: 3.03 -1.60 0.89
P: 1.38 -2.12 0.07
O: 0.44 -1.26 1.33
C: 0.08 0.03 0.96
C: 0.84 0.45 -0.32
O: 1.38 -0.68 -0.94
H: 5.76 -0.41 -0.49
H: 3.79 -1.02 -1.12
H: 3.45 -2.51 1.34
H: 2.85 -0.89 1.69
H: 0.12 -2.50 -0.53
H: 1.33 -3.32 0.88
H: 2.11 -2.87 -0.94
H: -1.01 0.14 0.83
H: 0.39 0.75 1.74
H: 1.68 1.08 0.00
H: 0.15 1.01 -0.96
Cl: -1.34 -1.60 6.35
C: -2.27 -1.16 4.89
C: -1.48 -0.32 3.93
Cl: -1.14 1.31 4.57
H: -3.16 -0.63 5.23
H: -2.56 -2.08 4.40
H: -2.05 -0.18 3.01
H: -0.52 -0.78 3.67
Cl: -4.05 2.66 3.12
C: -3.86 4.35 3.61
C: -3.42 5.23 2.46
Cl: -1.76 4.87 1.93
H: -3.13 4.38 4.42
H: -4.82 4.69 3.98
H: -3.44 6.27 2.78
H: -4.08 5.11 1.61
Cl: -1.38 -2.67 -2.28
C: -2.15 -2.92 -3.87
C: -1.39 -3.90 -4.72
Cl: 0.18 -3.24 -5.26
H: -2.24 -1.96 -4.36
H: -3.16 -3.31 -3.69
H: -1.95 -4.13 -5.62
H: -1.19 -4.82 -4.18
Cl: 0.38 1.99 -3.49
C: 1.94 1.11 -3.43
C: 3.05 1.89 -4.07
Cl: 2.87 2.04 -5.85
H: 1.79 0.14 -3.91
H: 2.16 0.93 -2.38
H: 4.00 1.37 -3.90
H: 3.12 2.89 -3.67

No. 2
Computed, not measured: a molecular structure, C12H27CsNO2 in a non-equilibrium geometry, with wB97M-V/def2-TZVPD.

Orbital gap   6.045 eV
Lowest unoccupied orbital energy   -3.90 eV
F_max   0.0565 hartree/bohr
Molecular weight   350.26 g/mol
Charge   +1
Energy   -698.50880 Eh
Highest occupied orbital energy   -9.94 eV

Positions of all 43 atoms, in Å:
Cs: 3.74 3.60 2.22
C: 0.42 4.77 7.18
C: 0.70 3.40 7.74
C: -0.26 2.27 7.25
O: 2.03 3.24 7.28
H: -0.64 5.01 7.26
H: 0.73 4.92 6.14
H: 0.98 5.50 7.77
H: 0.64 3.36 8.83
H: -0.44 2.29 6.17
H: -1.22 2.22 7.76
H: 0.14 1.27 7.42
H: 2.52 2.70 7.91
C: 1.67 -1.43 -3.99
C: 0.43 -0.59 -3.72
C: -0.62 -0.91 -4.86
C: -1.45 -2.17 -4.57
C: -2.07 -2.14 -3.18
C: -0.99 -1.97 -2.08
N: -0.15 -0.79 -2.36
O: 0.67 -0.40 -1.30
C: -1.68 -1.91 -0.72
C: -0.12 -3.27 -1.88
C: 0.80 0.86 -3.92
H: 2.37 -1.26 -3.17
H: 1.42 -2.48 -4.08
H: 2.11 -1.07 -4.91
H: -1.34 -0.11 -5.00
H: -0.11 -1.01 -5.82
H: -2.30 -2.23 -5.26
H: -0.86 -3.08 -4.61
H: -2.55 -3.12 -3.09
H: -2.96 -1.52 -3.11
H: -2.50 -2.61 -0.57
H: -2.27 -0.99 -0.68
H: -0.97 -1.93 0.11
H: 0.57 -3.16 -1.05
H: 0.43 -3.57 -2.77
H: -0.81 -4.07 -1.62
H: 0.07 1.48 -3.40
H: 1.71 1.05 -3.34
H: 1.09 1.07 -4.95
H: 1.08 -1.23 -1.07

No. 3
Computed, not measured: a molecular structure, C12H27F2N2O3PSi2 in a non-equilibrium geometry, with wB97M-V/def2-TZVPD.

Orbital gap   9.085 eV
Lowest unoccupied orbital energy   0.43 eV
F_max   0.0241 hartree/bohr
Molecular weight   372.50 g/mol
Charge   0
Energy   -1928.93176 Eh
Highest occupied orbital energy   -8.65 eV

Positions of all 49 atoms, in Å:
C: 5.28 3.14 0.09
C: 4.97 1.78 -0.53
C: 3.86 1.02 0.21
C: 4.10 -0.49 0.32
C: 2.82 -1.32 0.24
C: 1.78 -0.93 1.30
Si: 0.44 -2.21 1.48
O: -1.11 -1.59 1.27
Si: -1.81 -0.96 -0.06
N: -0.68 0.15 -0.79
N: -1.99 -2.21 -1.33
C: -1.03 -2.22 -2.37
O: -0.19 -2.99 -2.62
F: -1.31 -1.20 -3.19
C: -2.47 -3.46 -0.88
O: -3.58 -3.65 -0.51
F: -1.53 -4.42 -0.87
P: -3.85 -0.30 0.51
C: -4.58 0.02 -1.17
C: -4.23 1.35 -1.85
C: -3.51 1.40 1.19
C: -3.35 1.34 2.71
H: 5.96 3.73 -0.53
H: 5.73 3.02 1.08
H: 4.36 3.72 0.22
H: 5.88 1.18 -0.57
H: 4.66 1.94 -1.57
H: 2.91 1.16 -0.33
H: 3.74 1.45 1.20
H: 4.62 -0.73 1.25
H: 4.77 -0.80 -0.50
H: 3.07 -2.38 0.34
H: 2.38 -1.20 -0.76
H: 2.28 -0.85 2.28
H: 1.37 0.06 1.09
H: 0.45 -2.79 2.84
H: 0.64 -3.30 0.51
H: -1.10 0.63 -1.58
H: -0.43 0.87 -0.12
H: -5.66 -0.06 -1.05
H: -4.27 -0.82 -1.80
H: -4.91 2.15 -1.54
H: -4.30 1.26 -2.94
H: -3.21 1.68 -1.61
H: -4.37 2.01 0.92
H: -2.63 1.86 0.74
H: -4.26 0.95 3.17
H: -3.17 2.34 3.12
H: -2.53 0.69 3.01

No. 4
Computed, not measured: 2 unconnected molecules or ions with the total composition C12H27N5O4Si in a non-equilibrium geometry, with wB97M-V/def2-TZVPD.

Orbital gap   5.201 eV
Lowest unoccupied orbital energy   -0.90 eV
F_max   0.0206 hartree/bohr
Molecular weight   333.47 g/mol
Charge   0
Energy   -1337.54419 Eh
Highest occupied orbital energy   -6.10 eV

Positions of all 49 atoms, in Å:
C: 0.16 3.52 4.16
C: -0.87 2.40 4.19
C: -0.92 1.73 2.83
C: -2.05 0.72 2.65
C: -2.01 -0.45 3.61
N: -2.01 0.24 1.25
C: -2.81 0.55 0.25
N: -2.45 -0.01 -0.89
C: -1.35 -0.71 -0.59
N: -0.62 -1.43 -1.43
C: -0.95 -1.51 -2.84
C: -0.48 -2.86 -3.37
O: 0.80 -3.18 -2.86
Si: 2.20 -2.75 -3.69
C: 3.42 -2.21 -2.38
C: 2.91 -4.23 -4.59
C: 1.92 -1.42 -4.97
N: -1.07 -0.58 0.73
H: -0.08 4.23 3.37
H: 1.15 3.13 3.91
H: 0.21 4.05 5.10
H: -1.84 2.85 4.41
H: -0.59 1.69 4.96
H: 0.02 1.22 2.61
H: -1.05 2.49 2.05
H: -3.02 1.22 2.74
H: -2.95 -1.01 3.61
H: -1.89 -0.05 4.62
H: -1.18 -1.13 3.42
H: -3.65 1.21 0.40
H: 0.20 -1.90 -1.09
H: -0.45 -0.71 -3.38
H: -2.01 -1.38 -3.00
H: -0.53 -2.87 -4.46
H: -1.18 -3.63 -3.03
H: 2.86 -1.88 -1.50
H: 3.99 -3.09 -2.06
H: 4.08 -1.42 -2.72
H: 3.92 -3.96 -4.89
H: 2.33 -4.42 -5.50
H: 2.92 -5.11 -3.96
H: 1.56 -0.47 -4.56
H: 2.90 -1.21 -5.40
H: 1.28 -1.73 -5.79
H: -0.32 -0.97 1.27
N: -0.13 6.77 4.20
O: -0.42 6.43 5.37
O: -0.97 6.58 3.28
O: 0.99 7.24 3.94

No. 5
Computed, not measured: 3 unconnected molecules or ions with the total composition C12H27O5PS in a non-equilibrium geometry, with wB97M-V/def2-TZVPD.

Orbital gap   7.026 eV
Lowest unoccupied orbital energy   -0.72 eV
F_max   0.1748 hartree/bohr
Molecular weight   314.38 g/mol
Charge   0
Energy   -1588.88193 Eh
Structure (SMILES)   C=CCOC(=O)O[PH2]=S.CCOCC.CCOCC
Highest occupied orbital energy   -7.74 eV

Positions of all 46 atoms, in Å:
C: 6.30 0.77 -1.12
C: 6.09 2.16 -0.61
C: 4.66 2.81 -0.14
O: 4.04 3.39 -1.36
C: 2.81 2.59 -1.67
O: 2.87 1.76 -2.72
O: 1.64 2.86 -0.83
P: 0.56 1.49 -0.74
S: 1.25 0.00 0.33
H: 6.43 -0.19 -0.46
H: 6.39 0.64 -2.30
H: 7.04 2.88 -0.58
H: 4.88 3.68 0.62
H: 3.92 2.04 0.35
H: -0.65 1.97 -0.04
H: 0.08 1.01 -2.02
C: -5.11 0.40 -2.20
C: -3.70 0.94 -2.05
O: -2.69 -0.01 -2.39
C: -2.70 -0.50 -3.73
C: -2.54 0.59 -4.77
H: -5.25 -0.50 -1.59
H: -5.84 1.15 -1.90
H: -5.33 0.12 -3.24
H: -3.54 1.20 -1.00
H: -3.56 1.86 -2.62
H: -3.61 -1.08 -3.90
H: -1.86 -1.20 -3.81
H: -3.35 1.32 -4.74
H: -2.52 0.16 -5.77
H: -1.60 1.14 -4.61
C: 0.44 -2.79 5.74
C: 0.47 -1.60 4.79
O: 0.64 -1.97 3.43
C: -0.37 -2.81 2.87
C: -1.76 -2.20 2.91
H: 1.37 -3.37 5.65
H: 0.35 -2.45 6.78
H: -0.39 -3.46 5.53
H: 1.32 -0.96 5.05
H: -0.42 -0.98 4.91
H: -0.35 -3.79 3.36
H: -0.09 -2.99 1.82
H: -2.09 -2.01 3.93
H: -2.48 -2.87 2.43
H: -1.77 -1.24 2.37

> Look up the orbital gap of the third one.

9.085 eV

> What is the F_max in the fourth record?

0.0206 hartree/bohr